Molecular formula: C51H49IrNO4P2Sb
Method: DFT, ωB97M-V/def2-TZVPD

Atoms and positions in Å:
Ir: 0.112 0.834 -0.002
O: 2.880 3.240 5.714
C: 2.071 3.332 4.940
O: 1.781 1.837 1.428
C: -0.415 4.061 3.553
O: -0.532 4.887 4.351
O: -0.299 3.244 2.740
C: -1.640 -2.111 -0.956
N: -1.389 -2.640 0.357
C: -1.965 -1.812 1.402
P: -0.792 -0.438 1.771
C: 0.505 -1.467 2.531
C: 0.343 -2.039 3.795
C: 1.249 -2.978 4.261
C: 2.305 -3.389 3.455
C: 2.454 -2.852 2.187
C: 1.564 -1.887 1.734
C: -1.609 0.440 3.138
C: -2.923 0.865 2.959
C: -3.563 1.613 3.937
C: -2.888 1.956 5.100
C: -1.574 1.544 5.282
C: -0.938 0.791 4.307
C: -1.521 -4.054 0.527
C: -0.798 -4.674 1.542
C: -0.903 -6.041 1.738
C: -1.716 -6.809 0.915
C: -2.432 -6.195 -0.099
C: -2.346 -4.822 -0.290
P: -0.570 -0.696 -1.520
C: -1.731 -0.273 -2.867
C: -2.849 0.496 -2.550
C: -3.839 0.723 -3.493
C: -3.722 0.181 -4.766
C: -2.628 -0.611 -5.079
C: -1.641 -0.848 -4.131
C: 0.858 -1.526 -2.272
C: 1.528 -1.012 -3.381
C: 2.682 -1.626 -3.841
C: 3.182 -2.750 -3.197
C: 2.518 -3.269 -2.095
C: 1.360 -2.661 -1.632
H: -2.675 -1.755 -1.067
H: -1.483 -2.880 -1.712
H: -2.084 -2.393 2.317
H: -2.952 -1.425 1.112
H: -0.502 -1.768 4.416
H: 1.118 -3.408 5.246
H: 3.002 -4.134 3.815
H: 3.266 -3.171 1.547
H: 1.691 -1.475 0.740
H: -3.453 0.628 2.043
H: -4.586 1.932 3.787
H: -3.383 2.544 5.861
H: -1.043 1.813 6.186
H: 0.090 0.486 4.457
H: -0.141 -4.081 2.165
H: -0.334 -6.511 2.530
H: -1.789 -7.878 1.063
H: -3.075 -6.782 -0.742
H: -2.936 -4.358 -1.070
H: -2.956 0.898 -1.548
H: -4.705 1.320 -3.234
H: -4.490 0.364 -5.505
H: -2.542 -1.054 -6.062
H: -0.803 -1.482 -4.386
H: 1.161 -0.127 -3.884
H: 3.193 -1.223 -4.706
H: 4.085 -3.224 -3.559
H: 2.895 -4.152 -1.597
H: 0.849 -3.076 -0.771
C: -2.161 3.863 -2.159
Sb: -1.295 3.124 -0.358
C: -0.095 4.859 -0.070
C: -2.980 3.572 0.868
H: -2.741 4.738 -1.866
H: -2.809 3.139 -2.643
H: -1.372 4.158 -2.845
H: -0.694 5.734 -0.317
H: 0.749 4.804 -0.759
H: 0.275 4.944 0.948
H: -3.274 4.608 0.696
H: -2.751 3.420 1.918
H: -3.808 2.920 0.590
C: 4.602 -0.204 2.511
C: 5.144 -0.578 1.287
C: 4.557 -0.144 0.109
C: 3.410 0.649 0.124
C: 2.899 1.009 1.370
C: 3.476 0.603 2.555
C: 2.841 1.207 -1.112
C: 1.573 1.624 -1.349
C: 1.412 2.389 -2.620
C: 2.422 3.267 -3.041
C: 2.341 3.932 -4.253
C: 1.243 3.747 -5.084
C: 0.215 2.917 -4.667
C: 0.295 2.270 -3.440
H: 5.058 -0.538 3.434
H: 6.033 -1.193 1.253
H: 4.989 -0.414 -0.848
H: 1.840 2.418 0.641
H: 3.042 0.913 3.497
H: 3.576 1.317 -1.908
H: 3.274 3.445 -2.397
H: 3.137 4.604 -4.549
H: 1.182 4.262 -6.033
H: -0.661 2.776 -5.287
H: -0.527 1.644 -3.131

## Properties
Charge: +1
Calculated total energy in hartree: -3355.6743
Kohn-Sham gap (spin up / spin down) in eV: 7.174 / 6.808
⟨S²⟩: 0.75
Spin multiplicity: 2
Relative energy (zero: lowest compared OMol25 entry of this formula, charge and spin) in kJ/mol: 0.00